{"formula": "C6H6O3", "method": "the ωB97M-V functional and the def2-TZVPD basis", "species": ["C", "C", "C", "C", "C", "C", "H", "H", "H", "H", "H", "H", "O", "O", "O"], "xyz": [[1.39095, 0.17197, -0.46910], [1.45892, -0.96362, 0.39793], [0.28816, -1.48443, 1.02183], [-1.00264, -1.15968, 0.60697], [-1.10532, 0.14156, 0.12905], [0.03593, 0.70397, -0.66422], [2.25971, 1.89623, -1.25872], [2.33486, -1.43748, 0.32186], [0.07240, -2.58041, 1.49998], [-1.84427, -1.86733, 1.03104], [-3.06422, 0.64660, 0.86828], [-0.97114, 2.11828, -1.40014], [2.46983, 1.09479, -0.66566], [-2.26840, 0.85875, 0.03933], [-0.05475, 1.86078, -1.45844]], "lowdin_charge": [-0.18, -0.03, -0.11, -0.09, -0.28, -0.12, 0.14, 0.06, 0.14, 0.14, 0.26, 0.09, 0.00, -0.05, 0.04], "e_homo_ev": -8.140, "total_energy_ha": -457.8241, "e_lumo_ev": 0.185, "smiles": "Oc1cccc(O)c1O", "de_lowest_kj_mol": 296.7, "charge": 0, "multiplicity": 1}

=====

{"formula": "C5H4BrFNO", "method": "the ωB97M-V functional and the def2-TZVPD basis", "species": ["C", "C", "C", "C", "C", "N", "O", "F", "Br", "H", "H", "H", "H"], "xyz": [[-0.19558, 1.50621, -0.87118], [2.14543, 1.92925, -0.31464], [-0.60240, 0.75881, 0.15569], [1.08760, 2.19611, -1.07952], [0.88173, -0.94232, 0.70731], [0.32839, 0.19050, 1.09229], [0.49855, 0.67871, 2.23310], [1.06729, 2.95537, -2.24947], [-3.67092, -0.35262, -1.72379], [-0.95495, 1.70764, -1.50820], [0.75474, -1.47005, -0.21894], [-1.55780, 0.47824, 0.18813], [1.64423, -1.50210, 1.16069]], "lowdin_charge": [-0.01, 0.30, -0.04, -0.38, 0.08, -0.33, -0.06, 0.01, -0.79, 0.07, 0.09, 0.02, 0.06], "e_homo_ev": -4.064, "total_energy_ha": -2996.5896, "e_lumo_ev": 0.817, "de_lowest_kj_mol": 532.6, "charge": -1, "multiplicity": 1}

=====

{"formula": "C7H17O5S", "method": "the ωB97M-V functional and the def2-TZVPD basis", "species": ["C", "O", "C", "C", "O", "C", "S", "C", "O", "O", "H", "H", "H", "H", "H", "H", "H", "H", "H", "H", "H", "H", "C", "C", "O", "H", "H", "H", "H", "H"], "xyz": [[2.42665, -3.83052, 0.07422], [3.07399, -2.70439, 0.63527], [2.49640, -1.47962, 0.20602], [1.37625, -1.08094, 1.16001], [0.66343, 0.08951, 0.79938], [0.06613, 0.12534, -0.47391], [-1.22576, -1.11174, -0.63870], [-2.04205, -1.03740, 0.95177], [-2.17075, -0.69308, -1.64279], [-0.63205, -2.43545, -0.76404], [2.62788, -3.90249, -1.00091], [2.82463, -4.71244, 0.57398], [1.34215, -3.79264, 0.20503], [3.28467, -0.72612, 0.22543], [2.13096, -1.57710, -0.81887], [0.70504, -1.93733, 1.29407], [1.81937, -0.86135, 2.13188], [-0.39181, 1.14896, -0.64795], [0.77758, -0.09833, -1.27172], [-1.81677, -1.95082, 1.49493], [-1.68674, -0.16515, 1.49477], [-3.10581, -0.96272, 0.74083], [-1.75569, 4.69136, -0.01710], [-1.38633, 3.73631, -1.16819], [-0.49458, 2.78472, -0.81695], [-0.85546, 5.19095, 0.35250], [-2.47784, 5.45531, -0.33476], [-2.18911, 4.12179, 0.81050], [-1.02857, 4.39059, -2.00501], [-2.35584, 3.32480, -1.54969]], "lowdin_charge": [-0.11, -0.19, -0.20, -0.20, -0.15, -0.27, 0.64, -0.13, -0.33, -0.37, 0.09, 0.08, 0.07, 0.13, 0.11, 0.10, 0.13, 0.06, 0.11, 0.06, 0.07, 0.06, -0.15, -0.56, -0.34, 0.05, 0.04, 0.05, 0.07, 0.08], "e_homo_ev": -3.153, "total_energy_ha": -1051.2394, "e_lumo_ev": 3.064, "charge": -1, "multiplicity": 1}

=====

{"formula": "C19H28BrO2Zr", "method": "the ωB97M-V functional and the def2-TZVPD basis", "species": ["O", "C", "C", "H", "H", "C", "H", "H", "C", "H", "H", "H", "C", "H", "H", "H", "Zr", "C", "C", "C", "H", "C", "C", "H", "H", "H", "H", "C", "C", "C", "H", "C", "C", "H", "H", "H", "H", "O", "C", "C", "H", "H", "C", "H", "H", "C", "H", "H", "H", "H", "Br"], "xyz": [[0.80622, -0.56800, -1.99887], [0.81952, 0.67604, -2.74837], [0.71516, 0.21777, -4.17969], [1.71391, 1.25893, -2.58939], [-0.10645, 1.22943, -2.58494], [0.80526, -1.12243, -3.38532], [1.52785, 0.54500, -4.85020], [-0.27146, 0.44726, -4.63478], [2.05620, -1.94039, -3.71934], [2.96257, -1.32365, -3.63487], [2.00927, -2.27798, -4.76925], [2.16181, -2.83090, -3.08482], [-0.48931, -1.86332, -3.66458], [-1.34299, -1.18456, -3.50164], [-0.64774, -2.74274, -3.02609], [-0.50261, -2.17569, -4.72381], [-0.07148, -0.59662, 2.22726], [-1.48022, -0.75672, 4.26770], [-1.30001, 0.64672, 4.13549], [-1.95519, 1.08124, 2.94488], [-0.80540, 1.28687, 4.84557], [-2.49334, -0.06901, 2.28627], [-2.21829, -1.21011, 3.12463], [-2.58429, -2.20735, 2.96464], [-1.11038, -1.33489, 5.10063], [-2.11946, 2.10107, 2.64113], [-3.04645, -0.10705, 1.35975], [1.03473, -2.03721, 3.75362], [0.31656, -2.82009, 2.76864], [0.89831, -2.55969, 1.47388], [-0.59192, -3.38942, 2.95033], [2.02918, -1.66763, 1.68179], [2.06649, -1.30479, 3.05891], [2.79155, -0.65817, 3.54584], [0.94813, -2.08780, 4.84130], [0.59914, -3.02997, 0.53344], [2.72019, -1.33203, 0.90634], [0.68966, 2.09897, -1.02368], [-0.51464, 1.32030, -0.50466], [-1.63077, 2.33054, -0.51322], [-0.33395, 0.84405, 0.54195], [-0.73774, 0.49906, -1.18066], [-0.87301, 3.65594, -0.57117], [-2.34281, 2.20951, 0.31123], [-2.10589, 2.18933, -1.48962], [0.63154, 3.35334, -0.40095], [-1.28319, 4.47124, 0.01672], [-0.96357, 3.88241, -1.63357], [0.94874, 3.14996, 0.64785], [1.34048, 4.08186, -0.86201], [1.33007, 1.62137, 2.34570]], "lowdin_charge": [-0.09, -0.24, -0.07, 0.14, 0.11, -0.55, 0.13, 0.12, -0.01, 0.09, 0.10, 0.08, -0.03, 0.09, 0.08, 0.10, 1.37, -0.17, -0.15, -0.16, 0.12, -0.17, -0.20, 0.11, 0.12, 0.12, 0.12, -0.17, -0.19, -0.17, 0.12, -0.16, -0.22, 0.11, 0.13, 0.13, 0.14, -0.23, -0.20, -0.15, 0.00, 0.09, -0.13, 0.10, 0.12, -0.22, 0.11, 0.11, -0.02, 0.15, 0.38], "e_homo_ev": -11.642, "total_energy_ha": -3512.0068, "e_lumo_ev": -4.657, "de_lowest_kj_mol": 364.2, "charge": 1, "multiplicity": 1}

=====

Number 1: Kohn-Sham gap 8.3 eV. Number 2: Kohn-Sham gap 4.9 eV. Number 3: Kohn-Sham gap 6.2 eV. Number 4: Kohn-Sham gap 7.0 eV.